Below is C15H33N5O5ReS as an isolated structure, with properties calculated with ωB97M-V/def2-TZVPD.

Element x y z (Å)
Re  0.29176  -0.06001  -0.89254
C  -1.58474  1.34720  -3.08228
C  -1.86597  1.89037  -1.70304
O  -1.62970  0.79912  -0.75482
C  -2.79946  -0.08253  -0.58189
C  -2.33039  -1.34048  0.10769
O  -1.07496  -1.67457  -0.54077
C  -0.71320  -3.00791  -0.98589
C  -0.21007  -2.79482  -2.39081
O  0.69646  -1.62886  -2.35078
C  1.05996  -1.14129  -3.68763
C  -0.05445  -0.23660  -4.13315
O  -0.41848  0.49170  -2.93161
H  -1.36147  2.15250  -3.78355
H  -2.40268  0.74295  -3.47861
H  -2.88939  2.24970  -1.60022
H  -1.17961  2.68671  -1.42088
H  -3.20551  -0.30501  -1.56872
H  -3.53745  0.45659  0.01128
H  -3.05062  -2.14599  -0.03388
H  -2.13921  -1.20038  1.17229
H  -1.58295  -3.66470  -0.97847
H  0.04424  -3.40484  -0.31130
H  -1.03342  -2.56570  -3.06717
H  0.35819  -3.64631  -2.76525
H  1.21433  -1.99059  -4.35220
H  1.99827  -0.60388  -3.56108
H  -0.93154  -0.77426  -4.49716
H  0.28114  0.46376  -4.89913
N  2.33083  -0.83360  -0.45910
N  3.43291  0.00492  -0.77475
C  3.22625  1.27359  -1.14392
N  4.23199  2.07650  -1.36993
S  1.59541  1.83910  -1.32815
H  2.37976  -1.04746  0.53950
H  2.46300  -1.70776  -0.97057
H  4.35905  -0.37424  -0.60436
H  5.20281  1.80159  -1.26120
H  4.07102  3.03043  -1.67299
C  -0.15362  2.83006  1.73187
N  -0.22783  1.67469  2.62719
C  -0.44684  2.02211  4.06318
C  -0.04171  0.87999  4.96355
C  -0.64463  -0.40224  4.43440
N  -0.19655  -0.61359  3.03102
C  0.24914  -1.96707  2.70509
C  -0.02614  0.43449  2.23959
O  0.38700  0.21091  0.97855
H  0.84960  3.25683  1.73808
H  -0.85467  3.57981  2.09241
H  -0.43335  2.55145  0.72200
H  -1.50016  2.28255  4.17892
H  0.14737  2.91386  4.25836
H  -0.40105  1.07214  5.97383
H  1.04519  0.79182  5.01731
H  -1.73598  -0.37249  4.44861
H  -0.32281  -1.26816  5.00812
H  1.15772  -2.20766  3.25971
H  0.43237  -2.06866  1.63905
H  -0.52516  -2.67577  2.99620

Computed properties:
2S+1 = 2
Energy relative to the best compared isomer or geometry (same formula, charge and spin) = 0.0 kcal per mole
HOMO energy (spin up / spin down) = -0.767 / -0.765 Eh
Charge = +4
LUMO (spin up / spin down) = -13.6 / -14.2 eV
Orbital gap (spin up / spin down) = 7.24 / 6.67 eV

Charges obtained by Löwdin population analysis, quoted in units of e: atom 1 (Re): 1.5891, atom 2 (C): -0.0773, atom 3 (C): -0.0871, atom 4 (O): -0.3108, atom 5 (C): -0.0458, atom 6 (C): -0.0610, atom 7 (O): -0.3065, atom 8 (C): -0.0655, atom 9 (C): -0.0506, atom 10 (O): -0.3221, atom 11 (C): -0.0711, atom 12 (C): -0.0803, atom 13 (O): -0.3407, atom 14 (H): 0.1703, atom 15 (H): 0.1529, atom 16 (H): 0.1691, atom 17 (H): 0.1223, atom 18 (H): 0.1522, atom 19 (H): 0.1692, atom 20 (H): 0.1683, atom 21 (H): 0.1353, atom 22 (H): 0.1681, atom 23 (H): 0.1432, atom 24 (H): 0.1519, atom 25 (H): 0.1704, atom 26 (H): 0.1682, atom 27 (H): 0.1396, atom 28 (H): 0.1527, atom 29 (H): 0.1703, atom 30 (N): -0.0200, atom 31 (N): 0.0165, atom 32 (C): -0.6773, atom 33 (N): 0.2098, atom 34 (S): 0.8423, atom 35 (H): 0.1381, atom 36 (H): 0.1446, atom 37 (H): 0.1970, atom 38 (H): 0.1673, atom 39 (H): 0.1521, atom 40 (C): 0.0156, atom 41 (N): -0.0257, atom 42 (C): -0.0836, atom 43 (C): -0.1142, atom 44 (C): -0.0825, atom 45 (N): -0.0484, atom 46 (C): 0.0150, atom 47 (C): -0.3434, atom 48 (O): -0.2389, atom 49 (H): 0.1170, atom 50 (H): 0.1224, atom 51 (H): 0.0389, atom 52 (H): 0.1512, atom 53 (H): 0.1487, atom 54 (H): 0.1506, atom 55 (H): 0.1396, atom 56 (H): 0.1500, atom 57 (H): 0.1444, atom 58 (H): 0.1232, atom 59 (H): 0.0541, atom 60 (H): 0.1215